No. 1
C9H13B2F10N5O8S2V as an isolated structure in a non-equilibrium geometry, computed with ωB97M-V/def2-TZVPD.

Properties
Orbital gap (alpha / beta) in eV: 6.0852 / 6.5595
Net charge: -2
⟨S²⟩: 0.7728
2S+1: 2

Structure (XYZ):
```
50
C9H13B2F10N5O8S2V ωB97M-V/def2-TZVPD
O -2.4804 -1.2053 -3.3868
V -2.5839 -0.3016 -2.1299
B 0.1916 -0.6528 -0.1771
F -0.7960 -0.8772 -1.2285
F 0.4926 0.7299 -0.1185
F -0.4705 -1.0144 0.9675
F 1.3598 -1.3307 -0.4391
B -1.4554 1.6686 -3.8760
F -0.8067 0.9553 -2.8510
F -0.9510 2.9451 -4.0153
F -1.3411 0.9624 -5.0780
F -2.8184 1.6660 -3.4862
N -2.7171 -1.5733 4.7284
S -1.2592 -1.2221 4.2460
O -1.1508 0.0432 3.5746
O -0.4407 -2.3246 3.7877
F -0.7245 -0.8899 5.7453
S -3.2615 -2.4043 3.3997
O -2.7855 -3.7331 3.1623
O -3.4913 -1.5344 2.2742
F -4.7249 -2.6280 4.0210
O -1.8126 1.6398 1.4440
C -2.8033 1.7690 0.5538
O -2.7329 0.9793 -0.4840
O -3.7381 2.5384 0.7523
H -1.2667 0.9721 0.9865
C 0.3684 -3.9815 1.2831
C 1.4628 -4.7126 0.6334
N 2.3182 -5.3108 0.1526
H 0.8213 -3.1068 1.7486
H -0.0587 -4.5404 2.1127
H -0.3652 -3.7079 0.5322
C 1.3781 3.2076 -2.0310
C 0.7925 4.5020 -2.3397
N 0.3441 5.5129 -2.6425
H 0.9778 2.9095 -1.0543
H 2.4513 3.3047 -1.8699
H 1.1296 2.3718 -2.6754
C 2.9800 0.9982 1.5310
C 1.8790 1.6095 2.2773
N 1.0034 2.1349 2.7971
H 2.8928 -0.0807 1.6633
H 3.8907 1.4490 1.9196
H 2.8385 1.1700 0.4664
C 2.5823 -0.1359 -2.6027
C 3.5604 0.7953 -3.1672
N 4.3120 1.5277 -3.6352
H 2.9856 -1.1397 -2.7233
H 1.6621 -0.0594 -3.1825
H 2.3613 0.1053 -1.5666
```


No. 2
C9H13BeO5P as an isolated structure in a non-equilibrium geometry, computed with ωB97M-V/def2-TZVPD.

Properties
Orbital gap in eV: 5.0759
Net charge: +2
2S+1: 1
Energy relative to the best compared isomer or geometry (same formula, charge and spin) in kcal/mol: 29.9

Structure (XYZ):
```
29
C9H13BeO5P ωB97M-V/def2-TZVPD
Be 0.4354 -0.9277 0.6085
C -0.3546 -1.9074 1.8381
O -1.0190 -2.3845 2.6535
C 2.1399 -2.2899 0.7328
O 2.7535 -3.1340 1.1644
C 1.6621 0.1983 1.5780
O 1.9614 0.9231 2.4178
C 0.0902 -2.2043 -1.0494
O -0.5506 -2.8730 -1.7073
C 3.3503 1.3985 -3.4769
H 2.5414 1.1675 -4.1751
H 3.2801 2.3350 -2.9176
C 4.3171 0.4932 -3.2045
H 5.0553 0.6732 -2.4186
H 4.3167 -0.4934 -3.6756
C -2.7952 -0.0667 1.8283
P -1.8039 0.7656 0.5156
C -1.1264 2.0362 1.6600
C -2.8329 0.1006 -0.8616
O -0.4301 0.2099 -0.0570
H -3.6893 0.5764 1.9110
H -2.2605 -0.0506 2.7866
H -3.1102 -1.0604 1.4842
H -1.8484 2.6930 2.1250
H -0.6580 1.5064 2.4875
H -0.3307 2.6414 1.2318
H -2.4446 0.3445 -1.8469
H -2.7633 -0.9833 -0.7948
H -3.8856 0.3123 -0.8379
```


No. 3
A 2-piece molecular cluster, C9H13BrNO4PS overall, computed with ωB97M-V/def2-TZVPD.

Properties
Orbital gap in eV: 3.9626
Net charge: -2
2S+1: 1

Structure (XYZ):
```
30
C9H13BrNO4PS ωB97M-V/def2-TZVPD
N 0.7419 -1.2391 1.7469
C 0.7670 0.2048 1.8905
C -0.5898 0.9523 1.9367
C -1.6712 0.1772 2.7049
P -3.2719 -0.0276 1.8882
S -3.5242 -2.2581 2.2977
Br -3.5696 2.3200 1.5439
H 0.1457 -1.5059 0.9677
H 0.4768 -1.7281 2.5915
H 1.2911 0.5995 1.0187
H 1.3684 0.4665 2.7657
H -0.8842 1.1919 0.9121
H -0.4392 1.9063 2.4418
H -1.3410 -0.8234 2.9696
H -1.9515 0.6866 3.6316
H -3.3748 -0.2563 0.5259
H -4.4457 0.0524 2.6217
H -2.3937 -2.7190 1.7450
C 2.3261 1.5193 -3.2107
C 3.1231 0.4967 -3.7709
C 2.6225 -0.9761 -3.5829
O 3.2718 -1.8906 -4.1170
C 1.4592 -1.1866 -2.8055
C 0.6790 -0.1647 -2.2481
C 1.1315 1.3095 -2.4987
O 0.4193 2.2207 -2.0291
O -0.3505 -0.3419 -1.5585
O 4.1814 0.6821 -4.3942
H 2.6416 2.5529 -3.3320
H 1.1609 -2.2213 -2.6524
```


No. 4
An isolated ion of composition C9H13ClN3 and charge +1 in a non-equilibrium geometry, computed with ωB97M-V/def2-TZVPD.

Properties
Orbital gap in eV: 9.2790
Net charge: +1
2S+1: 1
Energy relative to the best compared isomer or geometry (same formula, charge and spin) in kcal/mol: 56.7

Structure (XYZ):
```
26
C9H13ClN3 ωB97M-V/def2-TZVPD
Cl 4.2195 -0.6747 -0.0253
C 2.4766 -1.1346 0.2572
N 1.9347 -0.5327 1.3454
C 1.8423 0.9704 0.9467
N 1.4302 0.8232 -0.5201
C 0.0145 1.3007 -0.9708
C -1.0375 0.4272 -0.4448
C -1.0449 -0.8967 -0.9268
C -2.0629 -1.7518 -0.5346
C -2.9304 -1.3023 0.4581
C -2.9570 -0.0324 0.9031
C -2.0334 0.8910 0.3886
N 1.7281 -0.4649 -0.9261
H 2.3044 -2.2025 0.2184
H 2.1196 -0.6280 2.3394
H 1.1680 1.3586 1.7040
H 2.8720 1.2997 1.1112
H 2.0292 1.5276 -1.1833
H 0.1098 1.1843 -2.0219
H 0.0204 2.3378 -0.7361
H -0.2284 -1.0016 -1.6375
H -2.0571 -2.8456 -0.7963
H -3.7967 -1.9651 0.5080
H -3.7042 0.1582 1.6985
H -1.9628 1.9443 0.7222
H 2.2994 -0.6505 -1.7232
```


No. 5
C9H13FNReS3Sb2Se4Si as an isolated structure in a non-equilibrium geometry, computed with ωB97M-V/def2-TZVPD.

Properties
Orbital gap (alpha / beta) in eV: 5.2127 / 5.1548
Net charge: +1
⟨S²⟩: 0.7669
2S+1: 2

Structure (XYZ):
```
35
C9H13FNReS3Sb2Se4Si ωB97M-V/def2-TZVPD
Re 0.7677 0.7210 -0.8171
S 0.8516 3.6510 -5.2561
Sb 1.9339 5.4686 -4.5999
S -0.2825 2.4304 -0.9620
S 2.9283 1.0918 -1.7350
C -1.0756 -2.0403 -2.4996
Si -1.4135 -1.7075 -0.7099
C -3.1174 -1.0523 -0.4028
C -1.0330 -3.3318 0.0527
N -0.1751 -0.6186 0.1619
C -0.1543 -0.6234 1.6051
C -1.1354 -1.2055 2.4281
C -1.0753 -1.1241 3.8316
C -0.1482 -0.3310 4.4309
C 0.8480 0.2650 3.6400
C 0.8088 0.0704 2.3033
F 1.6443 0.7805 1.4365
H -1.8611 -2.9358 -2.6424
H -0.1498 -2.4459 -2.7812
H -1.5321 -1.1886 -2.9935
H -3.3585 -0.0283 -0.7021
H -3.4221 -1.1242 0.7201
H -3.9534 -1.6454 -0.8276
H -1.7612 -3.6349 0.9180
H -0.0428 -3.3219 0.4681
H -1.1567 -4.1125 -0.7410
H -1.7121 -2.0009 2.0108
H -1.7499 -1.7306 4.4463
H 0.1227 -0.4506 5.4747
H 1.6137 0.8235 4.1831
Se 5.0369 5.9150 0.2974
Sb 4.4887 5.2216 -1.8827
Se 1.3893 0.1004 -2.9539
Se 2.1188 5.0051 -1.9893
Se 5.7574 5.1099 -3.9126
```


No. 6
The molecule C9H13IN2O in a non-equilibrium geometry, computed with ωB97M-V/def2-TZVPD.

Properties
Orbital gap in eV: 8.2216
Net charge: 0
2S+1: 1
Energy relative to the best compared isomer or geometry (same formula, charge and spin) in kcal/mol: 0.0

Structure (XYZ):
```
26
C9H13IN2O ωB97M-V/def2-TZVPD
C 0.8860 -0.6264 4.3186
C 0.3228 -0.4811 2.9506
N -0.9678 -0.5464 2.6803
O -1.1252 -0.1971 1.4169
C 0.0651 0.1562 0.7881
N 0.0081 0.7780 -0.3704
C 1.0626 0.5192 -1.4043
C 0.5763 -0.6692 -2.2479
C -0.7562 -0.2718 -2.9449
C -1.7706 0.0457 -1.8296
C -1.1737 1.1723 -0.9930
C 1.0444 -0.0831 1.8363
I 3.1525 0.1971 1.7923
H 0.3117 -0.9330 5.1120
H 1.7913 -1.2893 4.1859
H 1.2295 0.3260 4.5233
H 2.0859 0.1633 -1.1036
H 1.1854 1.4394 -1.9127
H 0.3413 -1.6083 -1.5959
H 1.3240 -1.0599 -3.0164
H -0.6747 0.6932 -3.3425
H -1.1192 -1.0086 -3.6350
H -2.7504 0.5558 -2.1353
H -1.8669 -0.7905 -1.1754
H -1.1435 2.1131 -1.6414
H -2.0387 1.4055 -0.2560
```


No. 7
C9H13LuO7P as an isolated structure in a non-equilibrium geometry, computed with ωB97M-V/def2-TZVPD.

Properties
Orbital gap in eV: 7.5881
Net charge: +3
2S+1: 1

Structure (XYZ):
```
31
C9H13LuO7P ωB97M-V/def2-TZVPD
Lu -0.0780 1.0450 -0.9499
C -0.0925 2.4614 0.8775
O -0.0827 3.0449 1.8811
C -0.0866 3.3631 -1.8657
O -0.0871 4.3742 -2.3308
C -2.2300 1.4471 -0.9405
O -3.3790 1.4452 -0.9417
C 2.0635 1.4657 -0.9569
O 3.2217 1.4638 -0.9429
C -0.0789 -0.3242 -2.6771
H 0.8685 -0.8398 -2.4190
H -1.0216 -0.8472 -2.4132
C -0.0808 0.9289 -3.2992
H -1.0173 1.3877 -3.6493
H 0.8545 1.3911 -3.6490
C -1.7524 -1.5018 2.6751
O -0.4703 -1.7473 2.1234
P -0.2134 -0.7545 0.8793
O 1.4124 -0.4631 1.2049
C 1.5088 0.0944 2.6103
O -0.5013 -1.8334 -0.3897
C 0.5193 -2.8263 -0.4942
H -2.5392 -1.5894 1.9031
H -1.7479 -0.4775 3.0832
H -1.8940 -2.2402 3.4704
H 2.4367 0.6856 2.6465
H 0.6544 0.7600 2.8415
H 1.5419 -0.7515 3.3231
H 1.4632 -2.2901 -0.6780
H 0.5669 -3.4216 0.4355
H 0.2413 -3.4498 -1.3576
```


No. 8
The molecule C9H13N in a non-equilibrium geometry, computed with ωB97M-V/def2-TZVPD.

Properties
Orbital gap in eV: 9.1907
Net charge: 0
2S+1: 1
Energy relative to the best compared isomer or geometry (same formula, charge and spin) in kcal/mol: 57.3

Structure (XYZ):
```
23
C9H13N ωB97M-V/def2-TZVPD
C -0.7761 -0.6774 -1.6051
C -0.5937 0.0683 -0.2889
C -0.8733 1.5592 -0.3552
C -1.9008 1.7751 0.4248
C -2.3721 0.4639 0.8498
C -3.3312 -0.1189 0.0617
N -4.2560 -0.5396 -0.4818
C 0.4615 -0.2599 0.6747
C 0.7119 -1.7022 1.0053
C 1.7572 0.3989 0.1933
H -0.1052 -1.4851 -1.5235
H -0.6870 0.0418 -2.4822
H -1.7909 -1.0778 -1.5050
H -0.2870 2.2073 -0.9462
H -2.4685 2.7742 0.7205
H -2.4941 0.3146 1.8613
H 0.3256 0.4488 1.6027
H 1.2783 -1.8445 1.8767
H 1.0373 -2.1401 0.0413
H -0.3015 -2.0654 1.2149
H 2.1784 -0.1179 -0.6730
H 2.5595 0.2889 1.0049
H 1.6563 1.4858 0.1429
```


No. 9
A 2-piece molecular cluster, C9H13N overall in a non-equilibrium geometry, computed with ωB97M-V/def2-TZVPD.

Properties
Orbital gap in eV: 9.2123
Net charge: 0
2S+1: 1
Energy relative to the best compared isomer or geometry (same formula, charge and spin) in kcal/mol: 39.4

Structure (XYZ):
```
23
C9H13N ωB97M-V/def2-TZVPD
C -1.2604 -1.9231 0.4944
C -0.2777 -0.7891 0.4122
C 1.0579 -1.0155 0.4953
C 2.1250 -0.0042 0.3978
C 1.6335 1.0753 -0.5026
C 0.3328 1.3764 -0.6684
C -0.6839 0.6705 0.2824
C -0.8315 1.3124 1.6226
H -0.8528 -2.8819 0.6281
H -1.5913 -2.1320 -0.6745
H -2.3125 -1.6873 0.9526
H 1.3236 -2.0275 0.2553
H 2.5485 0.3343 1.3828
H 3.0576 -0.3337 -0.0352
H 2.3055 1.6275 -1.0745
H 0.0516 2.0863 -1.4367
H -1.6792 0.7015 -0.2718
H 0.0216 1.0933 2.2635
H -1.7805 0.9686 1.9886
H -0.7541 2.4357 1.6975
C -0.8149 -0.2888 -2.8031
N -0.3725 -1.1807 -2.2069
H -1.2462 0.5819 -3.1993
```


No. 10
C9H13N2O2S as an isolated structure in a non-equilibrium geometry, computed with ωB97M-V/def2-TZVPD.

Properties
Orbital gap (alpha / beta) in eV: 7.4085 / 7.4121
Net charge: +1
2S+1: 1
Energy relative to the best compared isomer or geometry (same formula, charge and spin) in kcal/mol: 102.1

Structure (XYZ):
```
27
C9H13N2O2S ωB97M-V/def2-TZVPD
C 2.3047 -0.1304 -3.0074
C 1.3866 0.3900 -3.8186
C 2.0796 0.1284 -1.6402
C -0.8087 -1.7267 2.0010
C -1.0786 -0.2286 1.6147
C 0.2479 -1.9823 0.9487
C -0.8080 -0.1604 0.0828
C -0.5931 2.4974 -0.2941
C 0.2610 1.3075 -0.4785
N 0.8501 0.8314 -1.5604
N -0.1531 -1.2428 -0.2273
O 2.7551 -0.0464 -0.6538
O 0.2194 -1.6096 -1.3624
S 0.0897 1.2391 -3.0513
H 3.1113 -0.6782 -3.3370
H 1.5328 0.4495 -4.9172
H -0.4674 -1.8528 2.9661
H -1.6534 -2.2915 1.7020
H -2.0529 0.2006 1.6442
H -0.3676 0.3706 2.2118
H 1.2203 -1.5475 1.1869
H 0.2809 -3.1336 0.5364
H -1.6136 0.0345 -0.5866
H -1.2467 2.6459 -1.0965
H 0.0741 3.3574 -0.1102
H -1.1590 2.3973 0.5416
H 0.9768 1.1822 0.3265
```


No. 11
C9H13N2O9PdSSeSi as an isolated structure in a non-equilibrium geometry, computed with ωB97M-V/def2-TZVPD.

Properties
Orbital gap (alpha / beta) in eV: 8.8483 / 6.5295
Net charge: -1
⟨S²⟩: 6.0181
2S+1: 5
Energy relative to the best compared isomer or geometry (same formula, charge and spin) in kcal/mol: 61.6

Structure (XYZ):
```
37
C9H13N2O9PdSSeSi ωB97M-V/def2-TZVPD
Pd -0.6264 0.2736 0.0199
O 1.7503 2.0984 -2.5000
S 0.8773 1.4675 -1.5567
O 0.3297 0.1446 -2.0046
O 1.4701 1.2330 -0.1979
O -0.3848 2.3168 -1.2934
O -2.6537 -3.4002 -0.6928
C -1.9070 -2.4555 -0.4530
O -2.1930 -1.2103 -0.4528
C -0.4618 -2.7710 -0.1086
C 0.0532 -4.0542 -0.1919
C 1.3946 -4.2445 0.0888
C 2.1827 -3.1549 0.4400
C 1.5952 -1.9086 0.5164
N 0.2980 -1.7460 0.2540
H -0.6147 -4.8546 -0.4768
H 1.8290 -5.2360 0.0381
H 3.2387 -3.2687 0.6491
H 2.1394 -1.0168 0.7911
C -4.0437 2.5525 1.9248
Si -3.0480 2.7876 0.3790
C -3.0893 4.5350 -0.2580
C -3.5925 1.5967 -0.9178
Se -0.8311 2.6488 1.1958
H -5.1112 2.6930 1.7172
H -3.7400 3.2502 2.7118
H -3.8849 1.5338 2.2923
H -4.0568 4.7507 -0.7239
H -2.3035 4.6596 -1.0116
H -2.9139 5.2573 0.5463
H -4.4738 2.0082 -1.4221
H -3.8453 0.6291 -0.4781
H -2.8149 1.4282 -1.6613
O -1.3455 -0.6799 4.0525
N -0.8705 -0.2317 3.0124
O 0.3453 -0.1713 2.7895
O -1.7135 0.0440 2.0436
```


No. 12
The molecule C9H13N3 in a non-equilibrium geometry, computed with ωB97M-V/def2-TZVPD.

Properties
Orbital gap in eV: 8.7793
Net charge: 0
2S+1: 1
Energy relative to the best compared isomer or geometry (same formula, charge and spin) in kcal/mol: 106.0

Structure (XYZ):
```
25
C9H13N3 ωB97M-V/def2-TZVPD
C 3.8391 0.0115 -1.2820
N 2.6971 -0.3094 -0.6916
N 1.6287 -0.6630 -0.0265
C 0.3564 -0.8360 0.4297
C 0.2394 -1.9642 1.5000
N -0.6903 0.0259 0.1688
C -1.8299 -0.1483 -0.5652
C -1.9999 -1.4382 -1.2841
C -2.4433 1.0186 -0.7166
C -1.6685 2.0432 -0.0849
C -0.6371 1.4303 0.5376
C 0.4896 1.9646 1.2378
H 4.4687 0.7119 -0.7965
H 4.1495 -0.4441 -2.2498
H 1.2901 -2.1015 2.1095
H 0.0412 -2.9740 0.9732
H -0.5705 -1.7845 2.2116
H -0.9587 -1.6656 -1.7411
H -2.3689 -2.3259 -0.7833
H -2.6955 -1.2850 -2.1440
H -3.4169 1.2426 -1.2444
H -2.1497 3.0989 0.1086
H 0.3563 1.5914 2.2322
H 1.4960 1.7324 0.8428
H 0.3773 3.0684 1.2583
```